Computed, not measured: a structure of composition C5H14S3 at a distorted geometry, with ωB97M-V/def2-TZVPD.

Structure (XYZ):
```
22
Properties=species:S:1:pos:R:3:nbo_charge:R:1
C 2.459 -1.554 -1.499 -0.620
C 2.160 -0.984 -0.099 -0.528
S 2.083 0.807 -0.222 0.195
C 1.321 1.226 1.348 -0.753
H 2.797 -2.585 -1.519 0.219
H 3.276 -0.963 -1.917 0.210
H 1.540 -1.369 -2.057 0.213
H 2.929 -1.173 0.655 0.214
H 1.212 -1.419 0.269 0.199
H 0.609 0.469 1.709 0.216
H 2.081 1.284 2.133 0.215
H 0.782 2.153 1.204 0.233
C -3.456 0.062 1.022 -0.619
C -2.457 0.072 -0.167 -0.535
S -1.646 1.677 -0.216 0.095
S -0.183 0.833 -1.814 -0.142
H -4.246 0.807 0.890 0.211
H -2.880 0.346 1.905 0.208
H -3.889 -0.923 1.168 0.218
H -2.966 -0.172 -1.092 0.216
H -1.700 -0.702 0.028 0.206
H 0.174 2.106 -1.730 0.129
```

2S+1: 1
Kohn-Sham gap: 6.47 eV
Highest occupied orbital energy: -6.956 eV
Energy: -37915.938 eV
Net charge: 0


Computed, not measured: a structure of composition C33H46CuN7O5P, with ωB97M-V/def2-TZVPD.

Structure (XYZ):
```
93
Properties=species:S:1:pos:R:3:lowdin_charge:R:1
Cu 0.192 0.711 0.557 0.264
C 3.003 -1.182 1.228 -0.103
C 3.369 0.143 1.891 -0.209
C 3.899 1.161 0.916 -0.174
C 5.260 1.202 0.665 -0.077
C 5.815 2.131 -0.204 -0.120
C 4.966 3.014 -0.844 -0.080
C 3.590 3.006 -0.631 -0.168
C 2.753 3.918 -1.496 -0.211
C 2.842 5.401 -1.138 -0.096
C 3.023 2.092 0.294 -0.183
N 1.676 2.058 0.624 0.009
C 1.064 3.234 0.999 -0.237
C -1.048 3.279 0.804 -0.437
C -2.270 4.058 1.096 0.040
C -3.310 3.211 1.085 -0.037
C -2.771 1.914 0.661 -0.119
N -1.512 1.950 0.415 0.105
H 2.630 -1.903 1.961 0.060
H 3.877 -1.618 0.733 0.069
H 2.223 -1.050 0.478 0.045
H 4.133 -0.045 2.653 0.104
H 2.493 0.558 2.391 0.088
H 5.902 0.497 1.186 0.101
H 6.882 2.157 -0.382 0.083
H 5.370 3.723 -1.561 0.102
H 1.714 3.600 -1.477 0.089
H 3.091 3.793 -2.532 0.105
H 2.455 5.591 -0.137 0.065
H 2.261 6.006 -1.836 0.066
H 3.876 5.753 -1.162 0.063
H 1.752 4.057 1.208 0.146
H -2.252 5.089 1.406 0.122
H -4.331 3.408 1.371 0.088
H -3.340 0.996 0.559 0.098
C -0.292 -1.511 3.650 -0.007
C -0.298 -0.024 3.679 -0.360
N -0.187 0.741 2.622 0.121
C -0.230 2.057 3.060 -0.088
C -0.404 2.056 4.425 -0.064
N -0.430 0.733 4.784 0.159
C -0.644 3.050 5.548 -0.631
O -0.701 4.263 5.231 -0.022
O -0.731 2.537 6.676 -0.030
C -0.067 3.206 2.109 -0.269
O -0.042 4.430 2.732 0.015
O -0.002 3.755 0.030 -0.013
H -0.257 -1.830 2.608 0.060
H -1.185 -1.927 4.120 0.073
H 0.581 -1.917 4.167 0.076
H -0.558 0.482 5.753 0.155
H -0.350 4.389 3.697 0.055
O -0.426 -1.225 -0.084 -0.272
P -0.885 -2.070 -1.209 0.547
N 0.181 -3.207 -1.713 -0.187
C 0.626 -3.475 -3.077 -0.191
C 0.919 -4.971 -3.045 -0.178
C 1.526 -5.158 -1.656 -0.166
C 0.744 -4.180 -0.768 -0.173
N -2.201 -2.932 -0.692 -0.186
C -3.204 -2.263 0.150 -0.176
C -4.410 -3.209 0.123 -0.164
C -4.238 -3.985 -1.182 -0.176
C -2.725 -4.178 -1.241 -0.214
N -1.231 -1.165 -2.548 -0.183
C -0.894 0.264 -2.657 -0.158
C -2.190 0.947 -3.145 -0.146
C -3.218 -0.184 -3.295 -0.165
C -2.345 -1.427 -3.448 -0.205
H 1.537 -2.912 -3.313 0.121
H -0.133 -3.191 -3.804 0.101
H 1.584 -5.286 -3.849 0.107
H -0.014 -5.533 -3.132 0.105
H 2.582 -4.880 -1.674 0.111
H 1.461 -6.183 -1.294 0.105
H 1.389 -3.683 -0.042 0.108
H -0.059 -4.677 -0.216 0.103
H -3.453 -1.280 -0.260 0.093
H -2.820 -2.099 1.158 0.113
H -5.356 -2.673 0.185 0.108
H -4.363 -3.898 0.970 0.111
H -4.569 -3.375 -2.027 0.103
H -4.788 -4.925 -1.204 0.107
H -2.341 -4.369 -2.244 0.105
H -2.433 -5.033 -0.617 0.111
H -0.087 0.401 -3.381 0.116
H -0.554 0.648 -1.695 0.068
H -2.021 1.437 -4.104 0.104
H -2.515 1.712 -2.442 0.098
H -3.900 -0.033 -4.132 0.105
H -3.817 -0.283 -2.387 0.096
H -1.983 -1.516 -4.482 0.116
H -2.855 -2.355 -3.199 0.088
```

2S+1: 1
Kohn-Sham gap: 5.73 eV
Highest occupied orbital energy: -3.783 eV
Energy: -109569.105 eV
Net charge: -1


Computed, not measured: a structure of composition C9H14N at a distorted geometry, with ωB97M-V/def2-TZVPD.

Structure (XYZ):
```
24
Properties=species:S:1:pos:R:3:nbo_charge:R:1
C -1.808 -1.006 -0.581 -0.172
C -0.928 -1.119 -1.557 -0.114
C 2.067 1.113 -0.819 0.069
C -1.065 -0.908 1.958 -0.395
C -1.385 0.505 1.584 -0.421
C -0.973 -0.477 0.520 -0.114
C 0.367 -0.434 -0.261 0.164
C 1.399 -1.458 0.101 -0.664
C -0.168 1.775 -1.163 -0.427
N 0.822 0.816 -0.712 -0.245
H -2.858 -1.248 -0.564 0.238
H -0.744 -1.433 -2.556 0.234
H 2.362 2.065 -1.230 0.225
H 2.840 0.431 -0.511 0.229
H -0.148 -1.101 2.492 0.229
H -1.874 -1.567 2.229 0.240
H -2.418 0.817 1.603 0.240
H -0.688 1.278 1.873 0.224
H 2.028 -1.115 0.922 0.223
H 2.030 -1.710 -0.749 0.234
H 0.898 -2.364 0.430 0.265
H -0.474 1.531 -2.183 0.247
H 0.250 2.779 -1.154 0.234
H -1.055 1.746 -0.533 0.256
```

2S+1: 1
Kohn-Sham gap: 8.65 eV
Highest occupied orbital energy: -13.351 eV
Energy: -11039.753 eV
Net charge: +1


Computed, not measured: a structure of composition C29H45BrCl7Cs2KN5O4 at a distorted geometry, with ωB97M-V/def2-TZVPD.

Structure (XYZ):
```
94
Properties=species:S:1:pos:R:3:lowdin_charge:R:1
C -0.244 3.805 -2.402 -0.082
C -1.556 4.304 -2.993 -0.486
O -1.304 4.787 -4.278 -0.166
C -2.200 5.304 -1.988 -0.251
N -3.077 4.509 -1.118 -0.358
C -4.494 4.942 -1.227 -0.539
C -5.244 4.468 -2.463 -0.677
N -5.332 5.435 -3.507 0.043
N -4.736 3.175 -2.922 0.080
N -6.675 4.319 -2.015 0.050
H 0.166 3.080 -3.110 0.050
H 0.478 4.596 -2.237 0.070
H -0.470 3.248 -1.490 0.050
H -2.224 3.449 -3.078 0.087
H -2.127 4.610 -4.823 -0.171
H -2.731 6.089 -2.521 0.101
H -1.422 5.826 -1.414 0.085
H -5.033 4.456 -0.356 -0.169
H -4.635 6.055 -1.073 0.108
H -4.428 5.681 -3.885 0.056
H -5.930 5.039 -4.251 -0.058
H -4.400 2.601 -2.159 0.031
H -5.410 2.702 -3.505 0.075
H -6.815 3.343 -1.794 0.040
H -7.297 4.572 -2.785 -0.023
Cs -4.056 4.656 1.311 1.125
Cl -7.903 5.881 -4.919 -0.528
C -0.398 -2.768 -0.898 -0.086
C 0.686 -1.874 -1.471 -0.149
N 1.179 -2.267 -2.860 -0.236
C 1.791 -3.669 -2.760 -0.151
C 2.344 -1.376 -3.271 -0.136
C 2.051 0.104 -3.475 -0.023
C 0.060 -2.334 -3.930 -0.226
C -0.820 -1.115 -4.105 -0.194
O -1.505 -0.844 -2.921 -0.206
C -1.812 0.555 -2.758 -0.019
H -0.038 -3.783 -0.713 0.065
H -0.715 -2.370 0.063 0.041
H -1.286 -2.820 -1.528 0.067
H 1.560 -1.906 -0.817 0.128
H 0.350 -0.845 -1.513 0.105
H 2.552 -3.660 -1.984 0.123
H 2.234 -3.922 -3.728 0.117
H 1.004 -4.386 -2.527 -0.212
H 2.750 -1.804 -4.187 0.137
H 3.083 -1.498 -2.479 0.131
H 1.662 0.307 -4.469 0.092
H 2.993 0.646 -3.408 0.106
H 1.379 0.533 -2.734 0.083
H -0.564 -3.185 -3.652 -0.225
H 0.557 -2.575 -4.878 0.151
H -1.565 -1.354 -4.878 0.159
H -0.260 -0.257 -4.472 0.119
H -1.751 1.102 -3.699 0.109
H -1.113 0.998 -2.042 0.075
H -2.818 0.652 -2.363 0.096
Cs -0.481 -4.929 -3.427 1.661
C -5.548 8.228 6.360 -1.491
Cl -4.340 7.777 5.184 0.610
Cl -7.174 7.863 5.788 0.576
Cl -5.269 7.400 7.921 0.450
H -5.477 9.293 6.538 0.031
C -0.299 -0.636 3.099 -1.508
Cl -0.415 -2.399 2.981 0.562
Cl -0.390 0.092 1.487 0.563
Cl -1.571 -0.006 4.144 0.556
H 0.659 -0.382 3.531 0.021
C 6.366 -6.688 7.475 -0.046
C 7.591 -6.433 6.870 -0.044
C 7.647 -5.736 5.675 0.004
C 6.474 -5.301 5.074 -0.083
C 5.239 -5.577 5.672 -0.085
C 5.192 -6.262 6.878 0.002
C 3.967 -5.160 5.024 -0.275
O 2.892 -5.389 5.535 0.112
C 4.043 -4.452 3.711 -0.072
C 2.866 -4.102 3.063 -0.016
C 2.920 -3.435 1.853 -0.087
C 4.149 -3.105 1.289 -0.071
C 5.324 -3.456 1.928 0.002
C 5.274 -4.137 3.137 -0.072
C 6.553 -4.538 3.799 -0.275
O 7.617 -4.249 3.300 0.119
H 6.327 -7.225 8.412 0.112
H 8.506 -6.777 7.333 0.113
H 8.598 -5.531 5.205 0.124
H 4.238 -6.463 7.343 0.122
H 1.915 -4.357 3.508 0.102
H 1.999 -3.165 1.348 0.063
H 4.191 -2.574 0.345 0.092
H 6.282 -3.206 1.495 0.125
Br -3.071 3.882 -6.520 -0.430
K -7.285 5.923 9.104 0.846
```

2S+1: 1
Kohn-Sham gap: 1.08 eV
Highest occupied orbital energy: -5.264 eV
Energy: -221544.070 eV
Net charge: +1


2S+1 of number 1 (C5H14S3)? 1